# 1
This record from the OMol25 dataset describes a single C7H9NO2 molecule. The level of theory is ωB97M-V/def2-TZVPD.

The total energy is -477.23802 hartree. Its SMILES is CN(C)C(=O)c1ccoc1. The HOMO energy comes out at -8.698 eV. Its HOMO-LUMO gap is 9.44 eV.

Each line ends with the natural charge from an NBO analysis.
Atoms and positions in Å:
O  0.152  2.575  -1.271  -0.373
O  0.581  -1.612  -1.315  -0.610
N  0.219  -1.421  0.983  -0.459
C  -1.088  2.509  -0.562  0.049
C  0.386  -2.831  1.161  -0.429
C  0.695  1.400  -1.202  0.221
C  0.243  -0.914  -0.337  0.657
C  -0.128  0.483  -0.461  -0.251
C  -1.198  1.225  -0.039  -0.254
C  -0.005  -0.601  2.130  -0.412
H  0.467  -3.551  0.354  0.249
H  0.324  -1.279  3.137  0.202
H  0.644  0.361  2.052  0.234
H  -1.925  0.849  0.471  0.211
H  1.364  -2.810  1.772  0.204
H  -1.028  -0.543  2.366  0.193
H  1.425  1.418  -1.730  0.166
H  -0.541  -3.234  1.520  0.196
H  -1.558  3.411  -0.280  0.206


# 2
This record from the OMol25 dataset describes a single C7H9NO3 molecule. The level of theory is ωB97M-V/def2-TZVPD.

The total energy is -552.43136 hartree. The HOMO energy comes out at -7.473 eV. Its HOMO-LUMO gap is 6.56 eV.

Each line ends with the natural charge from an NBO analysis.
Atoms and positions in Å:
O  -3.526  -0.907  0.172  -0.527
O  0.327  -3.376  0.434  -0.449
O  -1.427  -0.352  -0.916  -0.454
N  -0.384  -2.393  0.157  -0.018
C  1.673  1.420  -0.643  -0.397
C  -2.384  -1.170  -0.039  0.725
C  0.804  0.424  -1.413  -0.538
C  -0.256  1.005  0.755  -0.563
C  -0.438  0.347  -0.569  0.768
C  -1.620  -2.172  0.529  -0.354
C  1.208  1.270  0.789  -0.389
H  -0.777  1.963  0.781  0.268
H  1.589  2.522  -0.905  0.202
H  1.794  0.310  1.067  0.212
H  1.275  -0.474  -1.079  0.298
H  2.786  1.365  -0.647  0.235
H  1.498  2.108  1.296  0.225
H  0.608  0.461  -2.580  0.274
H  -0.642  0.516  1.633  0.279
H  -2.107  -2.868  1.177  0.202


# 3
This record from the OMol25 dataset describes a single C7H9NO3 molecule. The level of theory is ωB97M-V/def2-TZVPD.

The total energy is -552.45698 hartree. Its SMILES is O=C1CC[C@H]2C[C@]1([N+](=O)[O-])C2. The HOMO energy comes out at -10.234 eV. Its HOMO-LUMO gap is 10.63 eV.

Each line ends with the natural charge from an NBO analysis.
Atoms and positions in Å:
O  -2.818  -0.359  -1.046  -0.378
O  -1.439  2.115  0.573  -0.486
O  -2.898  -0.695  1.084  -0.357
N  -2.331  -0.448  0.051  0.545
C  -0.089  -0.888  1.156  -0.399
C  -0.909  -0.216  0.069  -0.054
C  1.021  -1.005  0.062  -0.200
C  -0.646  1.317  0.152  0.613
C  -0.038  -0.895  -1.040  -0.392
C  1.670  0.442  0.066  -0.390
C  0.750  1.557  -0.365  -0.533
H  -0.400  -1.912  1.308  0.231
H  1.816  0.683  1.038  0.194
H  2.634  0.416  -0.471  0.217
H  1.154  2.523  -0.119  0.248
H  0.199  -0.376  2.070  0.223
H  0.110  -0.212  -1.907  0.229
H  -0.472  -1.875  -1.176  0.228
H  0.913  1.570  -1.542  0.241
H  1.773  -1.740  0.037  0.218


# 4
This record from the OMol25 dataset describes a single C7H9NO3S molecule. The level of theory is ωB97M-V/def2-TZVPD.

The total energy is -950.56701 hartree. The HOMO energy (spin up / spin down) comes out at -8.201 / -8.196 eV. Its HOMO-LUMO gap (spin up / spin down) is 6.70 / 6.68 eV.

Each line ends with the natural charge from an NBO analysis.
Atoms and positions in Å:
S  -1.560  0.112  -1.236  1.667
O  0.928  2.847  -0.825  -0.366
O  -1.481  1.195  0.172  -0.770
O  -1.873  -1.189  -0.772  -0.986
N  0.024  0.106  -1.558  -0.945
C  2.191  -0.397  -1.366  -0.374
C  -2.856  1.454  0.478  -0.285
C  0.784  -0.974  -1.129  -0.026
C  0.970  -1.359  0.472  -0.515
C  1.523  -0.072  0.920  0.095
C  1.362  1.813  -0.573  0.871
C  2.029  0.672  -0.238  -0.301
H  0.165  -1.778  0.985  0.265
H  -3.218  0.883  1.315  0.174
H  1.312  0.506  1.762  0.213
H  0.762  -1.764  -1.753  0.207
H  1.732  -2.238  0.443  0.256
H  2.412  0.057  -2.353  0.239
H  3.068  -0.972  -1.106  0.212
H  -2.795  2.540  0.973  0.185
H  -3.545  1.249  -0.389  0.186


# 5
This record from the OMol25 dataset describes a molecular structure, C7H9NO3Sr. The level of theory is ωB97M-V/def2-TZVPD.

The total energy is -582.57043 hartree. The HOMO energy comes out at -16.582 eV. The total charge is +2. Its HOMO-LUMO gap is 6.28 eV.

Each line ends with the Mulliken charge.
Atoms and positions in Å:
Sr  -1.528  -2.624  -2.414  1.933
O  -3.196  0.974  1.505  -0.390
O  0.182  3.056  -0.233  -0.352
O  -1.327  2.144  1.188  -0.257
N  0.651  0.208  -1.194  -0.212
C  -0.427  2.171  0.160  0.227
C  2.198  -0.432  0.754  -0.920
C  -0.346  0.720  -0.364  0.472
C  -2.159  1.039  1.022  0.195
C  1.976  0.409  -0.531  -0.628
C  -1.385  0.063  0.159  0.776
C  -1.662  -1.399  -0.074  -1.688
H  2.629  -1.424  0.540  0.303
H  -1.784  -1.615  -1.179  -0.120
H  2.172  1.460  -0.285  0.427
H  -0.865  -2.081  0.299  0.610
H  0.501  -0.800  -1.287  0.160
H  1.292  -0.585  1.366  0.279
H  -2.651  -1.617  0.377  0.493
H  2.758  0.110  -1.248  0.356
H  2.917  0.095  1.401  0.336


# 6
This record from the OMol25 dataset describes a single C7H9NOS2 molecule. The level of theory is ωB97M-V/def2-TZVPD.

The total energy is -1198.47183 hartree. Its SMILES is C=C(C)C(=O)N1CCSC1=S. The HOMO energy comes out at -8.295 eV. Its HOMO-LUMO gap is 8.45 eV.

Each line ends with the natural charge from an NBO analysis.
Atoms and positions in Å:
S  4.441  1.425  -0.291  0.039
S  3.876  -1.433  0.303  0.330
O  1.675  2.595  0.146  -0.522
N  1.967  0.331  -0.005  -0.494
C  -1.172  1.177  -1.035  -0.662
C  1.251  -0.931  0.135  -0.221
C  -0.930  1.665  1.421  -0.371
C  2.213  -2.100  -0.026  -0.538
C  -0.412  1.426  0.230  -0.065
C  3.403  0.216  -0.029  -0.149
C  1.166  1.508  0.112  0.673
H  -0.310  1.843  2.282  0.212
H  -1.788  2.046  -1.266  0.240
H  -0.504  0.996  -1.875  0.223
H  -1.839  0.322  -0.925  0.226
H  0.773  -0.962  1.119  0.208
H  -1.995  1.712  1.576  0.200
H  0.473  -0.985  -0.629  0.211
H  2.213  -2.505  -1.038  0.222
H  2.005  -2.901  0.680  0.238


# 7
This record from the OMol25 dataset describes a single C7H9O3 molecule. The level of theory is ωB97M-V/def2-TZVPD.

The total energy is -497.68197 hartree. Its spin multiplicity is 2. The HOMO energy (spin up / spin down) comes out at -9.913 / -9.937 eV. As for the expectation value of S²: 0.756. Its HOMO-LUMO gap (spin up / spin down) is 10.11 / 7.71 eV.

Each line ends with the natural charge from an NBO analysis.
Atoms and positions in Å:
O  0.697  -0.700  -1.009  -0.304
O  -3.886  -2.162  1.085  -0.507
O  3.716  1.846  0.886  -0.502
C  1.809  2.264  -0.689  -0.298
C  3.187  1.882  -0.237  0.393
C  -2.888  -2.246  0.396  0.449
C  0.603  1.678  -0.558  -0.157
C  -1.397  -0.161  -0.083  -0.359
C  -1.572  -1.490  0.673  -0.530
C  0.203  0.215  -0.193  0.001
H  -1.566  -1.295  1.769  0.228
H  -0.271  2.336  -0.748  0.207
H  -0.754  -2.162  0.375  0.239
H  -1.741  -0.239  -1.129  0.216
H  -2.838  -2.924  -0.490  0.109
H  1.856  3.150  -1.355  0.235
H  -1.982  0.612  0.449  0.228
H  3.903  1.779  -1.097  0.112
H  0.424  0.135  0.915  0.240


# 8
This record from the OMol25 dataset describes a single C7H9P molecule. The level of theory is ωB97M-V/def2-TZVPD.

The total energy is -613.33610 hartree. Its SMILES is C=C[C@@H]1CP1C#CC. The HOMO energy comes out at -8.292 eV. Its HOMO-LUMO gap is 9.19 eV.

Each line ends with the natural charge from an NBO analysis.
Atoms and positions in Å:
P  -0.578  -1.142  -0.155  0.789
C  1.087  -1.027  0.113  -0.458
C  -0.907  0.233  -1.210  -0.729
C  2.170  -1.432  0.468  0.088
C  -1.055  0.622  0.241  -0.471
C  3.548  -1.742  0.827  -0.685
C  -2.304  0.904  0.901  -0.180
C  -3.531  0.722  0.392  -0.424
H  -2.040  1.313  1.842  0.205
H  -0.050  0.634  -1.865  0.256
H  -3.552  0.196  -0.539  0.188
H  -4.427  0.950  0.933  0.208
H  -0.128  1.079  0.799  0.248
H  4.169  -1.404  0.052  0.240
H  3.827  -1.298  1.741  0.238
H  3.780  -2.795  0.916  0.237
H  -1.871  0.404  -1.875  0.252


# 9
This record from the OMol25 dataset describes 2 unconnected molecules or ions with the total composition C7H9PS. The level of theory is ωB97M-V/def2-TZVPD.

The total energy is -1011.54778 hartree. The HOMO energy (spin up / spin down) comes out at -8.987 / -7.694 eV. Its HOMO-LUMO gap (spin up / spin down) is 7.72 / 5.84 eV.

Each line ends with the natural charge from an NBO analysis.
Atoms and positions in Å:
S  -2.843  1.901  -0.404  -0.313
P  -1.503  -0.802  1.091  0.779
C  -2.026  -2.007  -0.196  -0.991
C  2.047  0.004  -0.716  -0.196
C  0.023  -0.123  0.484  -0.426
C  2.426  1.181  0.016  -0.188
C  1.760  1.539  1.138  -0.207
C  0.860  -0.649  -0.514  -0.197
C  0.504  0.919  1.326  -0.180
H  -2.018  -1.491  -1.105  0.249
H  2.753  -0.342  -1.449  0.216
H  0.528  -1.553  -0.881  0.215
H  0.078  1.261  2.264  0.222
H  3.312  1.711  -0.065  0.211
H  -1.558  -2.869  -0.001  0.229
H  -1.874  2.430  0.374  0.105
H  2.131  2.270  1.840  0.218
H  -3.162  -2.305  -0.115  0.251


Which formula does entry 4 have? C7H9NO3S